[1]
{
  "formula": "C2O4Sr",
  "method": "wB97M-V/def2-TZVPD",
  "elements": ["O", "C", "O", "Sr", "O", "C", "O"],
  "xyz": [[-1.953, 0.441, -0.025], [-2.780, -0.363, 0.181], [-3.687, -1.060, 0.262], [0.400, 1.199, -0.312], [2.512, 0.706, 0.303], [2.105, -0.462, -0.188], [2.649, -1.530, 0.125]],
  "mulliken_charge": [-0.480, 0.616, -0.266, 1.441, -0.676, -0.146, -0.490],
  "spin_multiplicity": 1,
  "energy_ev": -11098.4707,
  "e_lumo_ev": -1.033,
  "total_charge": 0
}



[2]
{
  "formula": "C2S4",
  "method": "wB97M-V/def2-TZVPD",
  "elements": ["C", "C", "S", "S", "S", "S"],
  "xyz": [[-1.726, 0.296, 0.136], [1.749, -0.338, -0.216], [-1.610, -0.958, -0.746], [1.531, -1.540, 0.778], [-1.973, 1.558, 1.054], [2.029, 0.982, -1.005]],
  "mulliken_charge": [0.440, 0.370, -0.213, -0.169, -0.227, -0.201],
  "spin_multiplicity": 1,
  "energy_ev": -45414.4970,
  "e_lumo_ev": -0.280,
  "relative_energy_kcal_mol": 2.35,
  "total_charge": 0
}



[3]
{
  "formula": "C30H19F12N4O2PtS",
  "method": "wB97M-V/def2-TZVPD",
  "elements": ["Pt", "C", "C", "C", "C", "C", "N", "C", "C", "C", "C", "C", "C", "C", "C", "O", "C", "F", "F", "F", "C", "F", "F", "F", "C", "C", "C", "O", "C", "F", "F", "F", "C", "F", "F", "F", "H", "H", "H", "H", "H", "H", "H", "H", "H", "H", "H", "H", "N", "C", "C", "C", "C", "C", "C", "N", "C", "C", "C", "S", "C", "N", "H", "H", "H", "H", "H", "H", "H"],
  "xyz": [[0.160, -0.214, -0.157], [-1.627, 6.325, -2.281], [-1.616, 4.943, -1.686], [-2.747, 4.143, -1.636], [-2.682, 2.860, -1.134], [-1.483, 2.264, -0.671], [-1.455, 0.907, -0.433], [-2.543, 0.055, -0.673], [-3.236, 0.062, -1.889], [-4.283, -0.804, -2.144], [-4.681, -1.728, -1.189], [-5.823, -2.678, -1.429], [-3.967, -1.773, 0.002], [-2.896, -0.930, 0.278], [-2.090, -1.049, 1.587], [-0.728, -0.934, 1.484], [-2.271, -2.457, 2.246], [-3.492, -2.692, 2.782], [-2.043, -3.435, 1.351], [-1.395, -2.654, 3.242], [-2.633, 0.021, 2.584], [-2.131, -0.144, 3.822], [-3.983, -0.045, 2.706], [-2.339, 1.253, 2.195], [-0.382, 3.167, -0.487], [-0.485, 4.434, -1.065], [0.822, 2.968, 0.509], [1.041, 1.782, 1.025], [0.543, 3.945, 1.723], [1.614, 3.983, 2.547], [-0.497, 3.498, 2.434], [0.265, 5.246, 1.436], [2.173, 3.485, -0.167], [2.376, 4.831, -0.195], [2.272, 3.082, -1.465], [3.247, 2.975, 0.447], [-2.633, 6.602, -2.602], [-0.971, 6.399, -3.154], [-1.289, 7.074, -1.560], [-3.701, 4.520, -1.993], [-3.593, 2.282, -1.105], [-2.935, 0.771, -2.648], [-4.793, -0.759, -3.101], [-6.374, -2.409, -2.331], [-6.526, -2.672, -0.593], [-5.471, -3.706, -1.549], [-4.277, -2.505, 0.733], [0.361, 5.101, -0.970], [4.041, -1.484, -0.498], [3.869, -2.154, 0.706], [4.745, -2.864, 1.519], [4.212, -3.400, 2.676], [2.859, -3.239, 3.016], [1.987, -2.538, 2.208], [2.520, -2.003, 1.040], [1.909, -1.248, 0.056], [2.836, -0.938, -0.816], [2.454, -0.088, -1.927], [3.103, 0.335, -3.041], [2.065, 1.328, -3.969], [0.812, 1.106, -2.835], [1.147, 0.356, -1.828], [4.917, -1.246, -0.925], [5.791, -2.985, 1.268], [4.859, -3.955, 3.344], [2.497, -3.668, 3.941], [0.944, -2.368, 2.446], [4.113, 0.125, -3.350], [-0.155, 1.580, -2.911]],
  "mulliken_charge": [0.358, -1.570, 0.313, -1.144, -0.910, 0.300, 0.666, 0.422, -0.213, -1.142, 0.746, -1.587, -1.058, -0.912, 2.352, -1.031, 0.199, -0.289, -0.262, -0.258, 0.393, -0.296, -0.335, -0.124, -0.327, -0.591, 1.686, -0.922, 0.391, -0.293, -0.185, -0.294, 0.253, -0.301, -0.146, -0.291, 0.373, 0.294, 0.328, 0.289, 0.646, 0.539, 0.316, 0.383, 0.352, 0.286, 0.550, 0.564, -0.038, 0.233, -1.180, -0.369, -0.682, -0.309, 0.592, -0.017, 0.373, -0.451, -0.022, -0.209, -0.151, 0.102, 0.242, 0.378, 0.365, 0.450, 0.443, 0.402, 0.331],
  "spin_multiplicity": 1,
  "energy_ev": -88169.8209,
  "e_lumo_ev": 1.827,
  "relative_energy_kcal_mol": 42.17,
  "total_charge": -1
}



[4]
{
  "formula": "C30H20I2LaN6O3",
  "method": "wB97M-V/def2-TZVPD",
  "elements": ["La", "O", "C", "O", "C", "C", "C", "N", "C", "C", "C", "C", "C", "C", "C", "N", "C", "C", "C", "C", "C", "N", "H", "H", "H", "H", "H", "H", "H", "H", "H", "H", "I", "C", "C", "C", "I", "C", "C", "C", "C", "N", "C", "C", "O", "H", "H", "H", "H", "N", "C", "C", "C", "C", "C", "N", "H", "H", "H", "H", "H", "H"],
  "xyz": [[0.493, 0.399, 0.016], [-4.155, 5.669, -1.953], [-3.892, 4.746, -2.760], [-4.037, 4.646, -4.001], [-3.142, 3.561, -2.135], [-2.493, 2.645, -2.934], [-1.652, 1.739, -2.322], [-1.353, 1.753, -0.991], [-1.990, 2.681, -0.237], [-2.897, 3.555, -0.764], [-1.549, 2.851, 1.156], [-2.352, 3.392, 2.180], [-1.796, 3.561, 3.450], [-0.450, 3.295, 3.645], [0.275, 2.812, 2.594], [-0.252, 2.533, 1.396], [-0.850, 0.796, -3.143], [-1.296, 0.303, -4.365], [-0.466, -0.566, -5.074], [0.797, -0.847, -4.602], [1.170, -0.307, -3.393], [0.359, 0.453, -2.662], [-2.632, 2.697, -4.014], [-3.347, 4.340, -0.180], [-3.400, 3.599, 2.020], [-2.406, 3.936, 4.273], [0.057, 3.460, 4.594], [1.328, 2.605, 2.745], [-2.278, 0.550, -4.740], [-0.835, -0.980, -6.009], [1.474, -1.480, -5.171], [2.149, -0.517, -2.983], [5.236, -1.339, 1.434], [3.915, -2.479, 0.380], [4.063, -3.867, 0.214], [3.168, -4.636, -0.505], [3.560, -6.581, -0.975], [1.984, -4.044, -0.990], [0.983, -4.670, -1.742], [-0.138, -3.968, -2.084], [-0.290, -2.638, -1.633], [0.651, -2.043, -0.958], [1.788, -2.692, -0.685], [2.788, -1.873, -0.120], [2.513, -0.598, -0.075], [4.972, -4.320, 0.602], [1.113, -5.711, -2.051], [-0.907, -4.423, -2.698], [-1.180, -2.105, -1.896], [2.416, 0.296, 2.914], [1.295, -0.360, 3.399], [1.113, -0.570, 4.774], [-0.078, -1.086, 5.201], [-1.049, -1.446, 4.275], [-0.801, -1.233, 2.958], [0.346, -0.666, 2.501], [3.188, 0.159, 3.560], [2.701, -0.131, 2.034], [1.892, -0.263, 5.461], [-0.297, -1.207, 6.277], [-1.982, -1.910, 4.595], [-1.544, -1.476, 2.194]],
  "mulliken_charge": [1.701, -0.701, 0.399, -0.697, -0.451, -0.682, 0.592, -0.003, 0.958, -0.732, 0.304, -0.769, -0.443, -0.684, -0.236, -0.313, 0.479, -0.803, -0.469, -0.731, -0.265, -0.205, 0.626, 0.648, 0.471, 0.456, 0.430, 0.505, 0.495, 0.470, 0.450, 0.489, 0.088, -0.389, -0.210, -0.106, 0.130, 0.708, -0.773, -0.940, -0.476, 0.252, -0.208, 0.834, -0.774, 0.352, 0.197, 0.455, 0.513, -0.288, 0.858, -0.967, -0.352, -0.757, -0.377, 0.033, 0.383, -0.127, 0.416, 0.393, 0.433, 0.409],
  "spin_multiplicity": 1,
  "energy_ev": -63577.1431,
  "e_lumo_ev": -3.863,
  "relative_energy_kcal_mol": 2.76,
  "total_charge": 1
}



Kohn-Sham gap in eV, matching the order above: 4.90; 9.17; 5.56; 6.06